Below is a structure of composition C34H23BrCl6HfN5O2S, with properties calculated with ωB97M-V/def2-TZVPD.

Output
**Charge**: +1
**Strongest force on any atom**: 0.47 eV/A
**Kohn-Sham gap**: 6.87 eV
**Total energy**: -204496.257 eV
**Energy above the lowest of the compared OMol25 structures with the same formula, charge and spin**: 0.000 eV

Each line ends with the Löwdin charge.
Cartesian coordinates (Å):
Hf (0.05997, -0.29138, 0.13505)  1.5356
C (-1.93592, 2.32283, -3.11846)  -0.0045
C (-1.08116, 1.73062, -2.18932)  -0.0971
N (-1.29838, 0.54074, -1.64959)  0.0298
C (-2.42899, -0.11418, -2.00733)  -0.1279
C (-3.35030, 0.40270, -2.92834)  -0.1266
C (-3.07305, 1.65708, -3.49450)  0.0284
C (-4.52670, -0.34814, -3.25067)  -0.0027
C (-4.76191, -1.53955, -2.66664)  -0.0001
C (-3.84390, -2.08597, -1.71171)  -0.1254
C (-4.06623, -3.31657, -1.07026)  0.0260
C (-3.14856, -3.75791, -0.15751)  0.0000
C (-2.01454, -2.98276, 0.10263)  -0.0804
N (-1.75792, -1.83097, -0.49622)  0.0175
C (-2.67783, -1.38296, -1.38573)  -0.1391
H (-1.68454, 3.29274, -3.52274)  0.1212
H (-0.19118, 2.24884, -1.87039)  0.0818
H (-3.76098, 2.08528, -4.21274)  0.1316
H (-5.22128, 0.06751, -3.96920)  0.1254
H (-5.65187, -2.10841, -2.90352)  0.1259
H (-4.95489, -3.89145, -1.29862)  0.1307
H (-3.27675, -4.69139, 0.37137)  0.1222
H (-1.29596, -3.32223, 0.83214)  0.0976
S (1.64079, 0.13930, 2.21157)  0.7483
C (1.12957, 1.48494, 3.13317)  -0.7276
N (0.61401, 1.35461, 4.35523)  0.0543
C (0.42748, 2.64383, 5.01993)  -0.0932
C (0.77101, 3.64214, 3.89063)  -0.0884
N (1.23483, 2.76309, 2.81891)  0.0823
H (0.51532, 0.44832, 4.78091)  0.1322
H (1.10181, 2.74144, 5.87016)  0.1232
H (-0.59717, 2.75760, 5.36940)  0.1165
H (1.55468, 4.33855, 4.18294)  0.1256
H (-0.10224, 4.21227, 3.57145)  0.1031
H (1.65946, 3.05863, 1.94629)  0.1095
Cl (4.52208, -0.02818, 0.18520)  0.7026
C (3.83677, 1.57199, 0.16015)  -0.6319
C (4.56276, 2.58818, 0.76374)  -0.1040
C (4.07233, 3.88312, 0.76604)  -0.0926
C (2.84985, 4.14331, 0.15998)  -0.1092
C (2.12797, 3.10934, -0.41829)  -0.0807
C (2.59338, 1.78565, -0.44901)  -0.3658
C (1.79487, 0.68826, -1.04862)  -0.3169
H (5.51745, 2.35476, 1.21522)  0.1073
H (4.64741, 4.67955, 1.21918)  0.1064
H (2.46046, 5.15409, 0.12877)  0.1076
H (1.17577, 3.34496, -0.87822)  0.0953
H (2.45544, -0.14378, -1.29687)  -0.0176
H (1.39340, 1.01890, -2.01290)  0.0467
Cl (-0.17601, -2.35850, 3.50302)  0.6742
C (0.79058, -2.99355, 2.20757)  -0.7347
C (0.76997, -2.34957, 0.96837)  -0.4137
C (1.35147, -3.05679, -0.06382)  -0.6683
Cl (1.10426, -2.38911, -1.67612)  0.7325
C (2.03429, -4.25926, 0.06443)  -0.7083
Cl (2.74162, -5.03536, -1.28689)  0.7218
C (2.11217, -4.81585, 1.33909)  -0.6951
Cl (2.96130, -6.28340, 1.57591)  0.7213
C (1.46283, -4.19433, 2.41251)  -0.6977
Cl (1.48755, -4.93580, 3.96003)  0.7090
Br (-3.20952, 6.13141, 2.89128)  0.7824
C (-3.17896, 4.25463, 3.04455)  -0.6740
C (-3.92304, 3.62685, 4.04174)  -0.1630
N (-3.93455, 2.31105, 4.21373)  0.0941
C (-3.20553, 1.56583, 3.39001)  -0.0621
C (-2.43127, 2.10884, 2.37149)  -0.1155
C (-2.41328, 3.48728, 2.19139)  -0.0596
C (-1.58894, 1.23424, 1.53143)  -0.5915
O (-0.70552, 1.73618, 0.76338)  -0.1280
O (-1.68344, -0.02211, 1.58295)  -0.0893
H (-4.52420, 4.21887, 4.72229)  0.1114
H (-3.22267, 0.49309, 3.54211)  0.1284
H (-1.80916, 3.93261, 1.41172)  0.1227


Below is a structure of composition C34H23F10N2O5S2SbSrTe, with properties calculated with ωB97M-V/def2-TZVPD.

Output
**Charge**: -2
**Strongest force on any atom**: 0.38 eV/A
**Kohn-Sham gap**: 7.66 eV
**Total energy**: -112365.959 eV
**Energy above the lowest of the compared OMol25 structures with the same formula, charge and spin**: 1.555 eV

Each line ends with the Löwdin charge.
Cartesian coordinates (Å):
Sr (1.51910, -1.54530, 2.15317)  1.3606
O (3.61081, -1.10076, 5.95292)  -0.3169
S (2.97976, -1.44446, 4.70411)  0.2760
O (1.51383, -1.20273, 4.68589)  -0.4685
O (3.16071, -2.96141, 4.48685)  -0.5097
O (3.54076, -0.75590, 3.52198)  -0.4413
C (5.95231, -1.26528, 0.69550)  -0.0358
C (6.31409, -0.12529, 1.38955)  -0.0526
C (5.37556, 0.87632, 1.57173)  -0.0247
C (4.09483, 0.67368, 1.07846)  -0.2573
N (3.73196, -0.42841, 0.42246)  0.1070
C (4.65228, -1.36728, 0.22210)  -0.1412
C (3.02308, 1.67313, 1.30717)  -0.2187
C (3.28511, 3.03940, 1.29169)  -0.0133
C (2.24575, 3.92687, 1.50831)  -0.0669
C (0.97612, 3.42434, 1.73116)  -0.0597
C (0.80415, 2.04864, 1.71448)  -0.1392
N (1.79691, 1.18933, 1.49971)  0.0861
H (6.63599, -2.09181, 0.56258)  0.1103
H (7.30685, -0.02748, 1.81185)  0.1037
H (5.60420, 1.75882, 2.15300)  0.1100
H (4.32749, -2.25391, -0.30616)  0.1037
H (4.28737, 3.39024, 1.08740)  0.1080
H (2.42452, 4.99545, 1.48947)  0.1002
H (0.12526, 4.07258, 1.89234)  0.0939
H (-0.17196, 1.60370, 1.87217)  0.0381
S (-1.47888, -0.75290, 1.53308)  0.0475
Sb (-2.17033, -0.04058, -0.53330)  1.2247
C (-2.25952, 2.05619, -0.91189)  -0.3314
C (-2.37087, 2.90943, 0.17868)  -0.1258
C (-2.47092, 4.28111, -0.01124)  -0.0944
C (-2.48307, 4.80542, -1.29656)  -0.1025
C (-2.39461, 3.95448, -2.38988)  -0.0942
C (-2.27901, 2.58436, -2.19691)  -0.1227
C (-4.32717, 0.05938, -0.00096)  -0.3433
C (-4.84347, -0.45196, 1.18485)  -0.1451
C (-6.20312, -0.36105, 1.47179)  -0.1048
C (-7.06746, 0.24833, 0.57442)  -0.1212
C (-6.56621, 0.76798, -0.61357)  -0.1086
C (-5.21007, 0.66946, -0.89183)  -0.1379
C (-2.74067, -1.12692, -2.30194)  -0.3033
C (-3.77486, -2.05324, -2.22891)  -0.1099
C (-4.16877, -2.76110, -3.35632)  -0.0886
C (-3.55110, -2.52687, -4.57687)  -0.1041
C (-2.52608, -1.59562, -4.66096)  -0.0902
C (-2.11480, -0.91053, -3.52473)  -0.1265
H (-2.37956, 2.49871, 1.18411)  0.0977
H (-2.54421, 4.94106, 0.84548)  0.0975
H (-2.56314, 5.87568, -1.44604)  0.0921
H (-2.40666, 4.35936, -3.39524)  0.0955
H (-2.19105, 1.93091, -3.05819)  0.0921
H (-4.16846, -0.92152, 1.89136)  0.0396
H (-6.58506, -0.76795, 2.40152)  0.0929
H (-8.12590, 0.32134, 0.79795)  0.0874
H (-7.23286, 1.24909, -1.32106)  0.0901
H (-4.83671, 1.07944, -1.82711)  0.0948
H (-4.27900, -2.22667, -1.28560)  0.1019
H (-4.96077, -3.49639, -3.27973)  0.0974
H (-3.86206, -3.07486, -5.45835)  0.0928
H (-2.03351, -1.41112, -5.60845)  0.0967
H (-1.28146, -0.22048, -3.59309)  0.0917
F (4.70604, -5.41113, 1.93345)  -0.4413
Te (3.46977, -4.26960, 2.85864)  1.8196
F (2.41574, -5.78549, 2.34480)  -0.4316
F (1.42247, -3.78360, 3.03933)  -0.5823
F (5.18305, -3.47848, 3.22279)  -0.4142
F (3.73150, -5.34687, 4.36340)  -0.3651
O (3.22921, -3.15759, 1.44995)  -0.7271
F (-0.31035, -2.49424, -1.47802)  0.0632
C (0.48370, -1.42212, -1.67823)  -0.2712
C (0.00473, -0.15390, -1.39467)  -0.1553
C (0.90448, 0.86560, -1.63092)  -0.2423
F (0.58899, 2.15385, -1.37237)  0.0686
C (2.17706, 0.66110, -2.13852)  -0.1631
F (3.01910, 1.69132, -2.33030)  0.0989
C (2.59526, -0.62000, -2.42840)  -0.1670
F (3.82219, -0.83593, -2.91082)  0.1137
C (1.74299, -1.68157, -2.18918)  -0.1514
F (2.14865, -2.92571, -2.45527)  0.1183


Below is a structure of composition C34H23F10N2O5S2SbSrTe, with properties calculated with ωB97M-V/def2-TZVPD.

Output
**Charge**: -2
**Strongest force on any atom**: 1.97 eV/A
**Kohn-Sham gap**: 7.60 eV
**Total energy**: -112365.565 eV
**Energy above the lowest of the compared OMol25 structures with the same formula, charge and spin**: 1.949 eV

Each line ends with the Löwdin charge.
Cartesian coordinates (Å):
Sr (0.48992, 0.56059, 0.39611)  1.4801
O (-0.81902, -2.37616, -0.04550)  -0.4988
S (-1.10582, -1.31043, -1.13223)  0.2612
O (-1.94460, -1.92749, -2.12829)  -0.3430
O (-1.81098, -0.18392, -0.45166)  -0.4953
O (0.18786, -0.79614, -1.59709)  -0.4499
C (-2.47034, 3.48879, 3.25837)  -0.0710
C (-2.26442, 3.00389, 4.54026)  -0.0708
C (-1.21973, 2.11686, 4.76683)  -0.0177
C (-0.40322, 1.74631, 3.69970)  -0.2095
N (-0.61361, 2.21056, 2.46795)  0.0927
C (-1.62425, 3.04644, 2.25158)  -0.0996
C (0.79354, 0.86660, 3.88389)  -0.2405
C (0.87953, -0.05771, 4.91729)  -0.0247
C (2.02156, -0.83328, 5.01584)  -0.0734
C (3.04104, -0.65447, 4.09810)  -0.0568
C (2.86322, 0.28513, 3.09515)  -0.1368
N (1.77086, 1.03243, 2.98962)  0.0926
H (-3.27133, 4.18888, 3.02995)  0.0896
H (-2.90216, 3.31712, 5.35792)  0.0984
H (-1.01965, 1.74161, 5.76071)  0.1005
H (-1.75095, 3.38300, 1.22902)  0.1055
H (0.04732, -0.21812, 5.58883)  0.1055
H (2.09494, -1.59950, 5.77680)  0.1052
H (3.92927, -1.26998, 4.11272)  0.1067
H (3.61219, 0.43008, 2.32669)  0.1080
S (-3.72692, 0.38126, -3.74438)  -0.0182
Sb (-4.55618, -0.37522, -1.80417)  1.2322
C (-4.43175, -2.21899, -0.77227)  -0.3311
C (-5.19701, -3.27005, -1.26285)  -0.1295
C (-5.14408, -4.50975, -0.64352)  -0.0988
C (-4.32632, -4.69762, 0.46357)  -0.0873
C (-3.56880, -3.64439, 0.95397)  -0.0578
C (-3.62464, -2.40004, 0.34229)  -0.1311
C (-6.68717, -0.45434, -2.14231)  -0.3387
C (-7.20082, -0.13456, -3.39201)  -0.1409
C (-8.57379, -0.12862, -3.61281)  -0.1039
C (-9.44444, -0.43910, -2.57931)  -0.1162
C (-8.93889, -0.75834, -1.32447)  -0.1042
C (-7.56858, -0.76717, -1.11129)  -0.1255
C (-4.65455, 1.12427, -0.30487)  -0.3291
C (-4.64532, 2.44522, -0.73786)  -0.1176
C (-4.93251, 3.47231, 0.15425)  -0.0886
C (-5.23627, 3.17995, 1.47885)  -0.1315
C (-5.21908, 1.86498, 1.91858)  -0.0980
C (-4.92528, 0.83701, 1.02969)  -0.1039
H (-5.82794, -3.13359, -2.13440)  0.0971
H (-5.72699, -5.33258, -1.03955)  0.0918
H (-4.26162, -5.67307, 0.92975)  0.0948
H (-2.88870, -3.79016, 1.78292)  0.1098
H (-2.98294, -1.59943, 0.70203)  0.0861
H (-6.50800, 0.11932, -4.18851)  0.0463
H (-8.96285, 0.12209, -4.59297)  0.0928
H (-10.51501, -0.43256, -2.74816)  0.0892
H (-9.61426, -1.00099, -0.51233)  0.0929
H (-7.18420, -1.02513, -0.12959)  0.0985
H (-4.40643, 2.66423, -1.77343)  0.0790
H (-4.92005, 4.50034, -0.18682)  0.0991
H (-5.47486, 3.97988, 2.17087)  0.0920
H (-5.42570, 1.63579, 2.95783)  0.0999
H (-4.91009, -0.18728, 1.38210)  0.0939
F (1.04232, -2.75200, 2.93787)  -0.4096
Te (0.97829, -2.70126, 1.02521)  1.8290
F (2.48552, -3.82649, 1.36686)  -0.4313
F (1.31348, -3.43966, -0.68787)  -0.3967
F (-0.26667, -1.06948, 1.92805)  -0.5784
F (-0.07551, -4.22689, 1.35383)  -0.3716
O (2.01235, -1.23977, 0.74881)  -0.7199
F (3.72181, 2.51884, 0.50095)  0.0235
C (2.84755, 3.47562, 0.05928)  -0.2746
C (1.52342, 3.16730, -0.12844)  -0.0311
C (0.76610, 4.21835, -0.57717)  -0.2759
F (-0.57989, 4.05190, -0.80022)  0.0139
C (1.24536, 5.49517, -0.82605)  -0.1662
F (0.45221, 6.50113, -1.25962)  0.0695
C (2.58949, 5.74482, -0.61719)  -0.1600
F (3.09795, 6.97483, -0.84597)  0.0734
C (3.40784, 4.72343, -0.16820)  -0.1647
F (4.72065, 4.98104, 0.03104)  0.0690